Computed, not measured: a 17-piece molecular cluster, H34O17 overall at a distorted geometry, with ωB97M-V with the def2-TZVPD basis set.

Geometry as ORCA input:
```
! RIJCOSX wB97M-V def2-TZVPD def2/J DEFGRID3
* xyz -1 2
O 3.23 -2.04 1.64
O -2.34 -1.39 -2.89
O 1.95 1.94 -2.03
O 0.13 -4.09 0.57
O 1.21 -0.25 0.24
O -4.17 1.26 -1.34
O -0.31 0.32 2.52
O 1.35 -0.68 -3.22
O -4.61 -1.61 1.57
O 2.43 4.01 3.42
O 1.38 4.87 -1.94
O 3.25 -1.82 -1.69
O -1.67 -3.40 2.43
O 0.13 -3.03 -2.01
O -5.28 3.09 0.76
O 3.73 0.80 1.48
O -1.38 2.41 1.18
H -0.93 -0.12 2.05
H 1.94 -0.91 0.18
H -2.33 1.97 1.31
H -3.21 -1.64 -2.63
H -2.47 -1.61 -3.93
H 1.61 0.02 -2.51
H -0.97 1.89 0.49
H 0.68 -0.17 -3.73
H 2.41 1.65 -2.85
H -0.71 -3.30 2.16
H 2.93 -1.52 -2.60
H 1.84 2.84 -1.75
H 1.19 5.53 -1.33
H 2.28 5.20 -2.34
H -5.41 -2.09 1.52
H -4.02 -1.89 2.29
H -3.81 0.55 -0.81
H 0.92 -3.40 -1.73
H 0.18 -2.04 -2.00
H 0.51 0.29 2.01
H 3.36 -2.04 2.58
H -0.46 -3.85 -0.15
H 1.75 0.57 -0.21
H 0.67 -3.31 0.64
H 4.01 -1.29 -1.46
H 3.23 3.45 3.63
H 4.03 -2.44 1.35
H 3.80 -0.23 1.11
H -1.83 -4.28 2.26
H 2.83 0.89 1.79
H 1.74 3.56 3.81
H -5.12 0.95 -1.32
H -4.99 3.57 1.45
H -4.69 2.78 0.02
*
```

- Strongest force on any atom: 6.0 eV/A
- HOMO (spin up / spin down): 0.10 / -7.48 eV
- E: -1299.34016 hartree
- Frontier orbital gap (spin up / spin down): 2.132 / 9.650 eV